[1]
31
Properties=species:S:1:pos:R:3:forces:R:3:lowdin_charge:R:1 method="wB97M-V/def2-TZVPD" smiles="CC(C)(C)N(c1ccccc1)S(N)(=O)=O" e_above_lowest_ev=3.404 orbital_gap_ev=9.820 homo_energy_ev=-9.16 mol_weight_g_mol=228.32 lumo_ev=0.66
C -2.103 -2.689 -1.530 -2.5 -1.0 -1.1 -0.11
C -0.786 -2.785 -1.670 2.0 1.9 2.6 -0.08
C -2.656 -1.710 -0.673 1.3 -0.4 -1.2 -0.05
C 0.054 -1.994 -0.808 -0.4 -0.5 -2.1 0.00
C -1.857 -0.776 -0.057 1.2 -2.5 -0.8 -0.03
C -0.454 -0.954 -0.067 -0.9 -1.2 -0.2 -0.33
C -0.131 1.442 -1.001 0.3 -0.6 1.6 -0.01
C 0.535 2.265 1.238 -0.6 -2.1 -0.6 -0.02
C 2.332 0.846 0.009 -2.7 5.1 -1.7 0.00
C 0.797 1.193 0.179 1.1 -1.7 2.3 -0.45
N -0.017 -1.805 2.630 0.6 2.1 0.7 -0.04
N 0.252 -0.083 0.805 0.7 -0.3 0.3 -0.16
O 1.838 -0.004 2.766 -0.1 -0.1 0.4 -0.26
O 1.962 -1.946 1.241 1.9 -1.4 -0.7 -0.27
S 1.229 -0.944 1.892 -3.5 0.5 0.5 0.58
H -2.738 -3.405 -2.182 0.7 1.5 1.4 0.14
H -0.295 -3.455 -2.285 0.7 -1.3 -1.2 0.08
H -3.685 -1.787 -0.707 -2.2 0.8 0.6 0.08
H 1.081 -2.233 -0.983 0.7 0.4 0.7 0.10
H -2.090 0.046 0.512 -1.6 1.5 1.3 0.09
H 0.179 0.949 -1.880 -0.4 -1.6 -0.8 0.09
H -1.154 1.340 -0.584 0.7 -0.2 -1.1 0.10
H -0.073 2.401 -1.336 0.4 3.3 -0.4 0.06
H 0.524 2.071 2.272 0.6 -1.3 1.1 0.07
H -0.422 2.606 1.082 -2.5 0.9 -0.5 0.06
H 1.109 3.075 1.130 2.6 3.2 -0.7 0.05
H 2.797 0.617 0.879 1.2 -0.2 2.6 0.03
H 2.442 0.071 -0.609 0.3 -3.1 -2.7 0.03
H 2.796 1.719 -0.460 0.3 -0.1 0.1 0.10
H -0.120 -2.658 2.140 -0.3 -0.9 -0.5 0.05
H -0.863 -1.220 2.632 0.5 -0.7 0.1 0.08

***

[2]
11
Properties=species:S:1:pos:R:3:forces:R:3:lowdin_charge:R:1 method="wB97M-V/def2-TZVPD" smiles=Cc1cnn[nH]1 e_above_lowest_ev=1.483 orbital_gap_ev=10.279 homo_energy_ev=-9.53 mol_weight_g_mol=83.09 lumo_ev=0.75
C -1.476 -0.007 0.019 -2.6 0.5 0.8 -0.07
C -0.017 0.112 -0.012 0.8 -1.9 -1.0 -0.35
C 0.910 1.104 -0.048 -0.3 -0.4 0.4 -0.13
H -2.015 0.790 -0.661 1.0 -1.5 1.6 0.11
H -1.829 0.089 1.171 0.5 -0.1 -2.8 0.13
H -1.786 -1.036 -0.355 0.3 1.4 0.5 0.08
H 0.736 2.146 -0.038 0.0 0.8 0.0 0.09
H 0.498 -2.002 -0.062 -0.3 -0.4 0.1 0.14
N 2.149 0.562 0.011 0.6 0.0 0.2 -0.02
N 2.078 -0.718 0.049 -1.0 -0.3 -0.9 -0.02
N 0.751 -1.039 -0.074 1.0 2.0 1.0 0.04

***

[3]
111
Properties=species:S:1:pos:R:3:forces:R:3:lowdin_charge:R:1 method="wB97M-V/def2-TZVPD" smiles=COC[C@H](C)N.COC[C@H](C)N.COC[C@H](C)N.COC[C@H](C)N.COC[C@H](C)N.COC[C@H](C)N.CCO e_above_lowest_ev=1.930 orbital_gap_ev=9.494 homo_energy_ev=-8.84 mol_weight_g_mol=580.90 lumo_ev=0.66
C -2.358 -2.344 -3.659 -1.6 0.4 -0.3 -0.06
C -3.712 -1.719 -4.055 0.3 -0.5 -0.9 -0.41
C -3.938 -0.281 -3.582 -1.3 -0.2 -0.6 -0.22
O -2.996 0.602 -4.127 -0.2 -0.2 -0.5 -0.18
C -1.973 0.931 -3.250 0.9 0.0 0.5 -0.12
N -3.938 -1.795 -5.547 -0.1 -1.3 0.8 0.03
H -1.634 -1.810 -4.262 0.7 -0.2 0.3 0.08
H -2.400 -3.423 -3.903 0.4 0.6 0.2 0.09
H -2.300 -2.155 -2.589 0.8 -0.4 0.1 0.05
H -4.485 -2.313 -3.573 -0.4 -0.1 0.0 0.12
H -4.083 -0.115 -2.495 0.4 -0.5 -0.4 0.12
H -4.909 -0.015 -4.036 0.2 0.1 0.1 0.13
H -1.058 1.086 -3.837 -0.1 -0.1 0.2 0.10
H -1.808 0.169 -2.457 0.0 0.3 -0.6 0.09
H -2.216 1.856 -2.746 0.0 0.5 0.3 0.07
H -3.470 -1.055 -6.036 0.4 0.4 0.0 0.05
H -3.589 -2.705 -5.933 -0.4 1.2 0.6 0.08
C -0.202 -2.734 3.435 -0.5 -1.2 0.9 -0.05
C -0.611 -3.575 2.212 0.9 -0.1 -0.7 -0.39
C -1.856 -3.021 1.611 -1.2 0.5 -0.3 -0.23
O -2.175 -3.539 0.324 1.4 -0.1 0.5 -0.18
C -3.392 -3.066 -0.141 -1.4 -0.4 1.2 -0.13
N 0.504 -3.468 1.214 -0.7 -0.7 0.3 0.05
H -0.949 -2.801 4.232 -0.3 0.2 -0.2 0.08
H -0.035 -1.693 3.200 -0.1 0.2 -0.4 0.07
H 0.697 -3.078 3.957 0.1 -0.2 -0.5 0.08
H -0.877 -4.648 2.330 0.7 0.4 0.9 0.15
H -1.777 -1.945 1.588 0.0 0.7 -0.3 0.11
H -2.717 -3.247 2.246 0.0 0.0 0.4 0.13
H -4.220 -3.372 0.610 0.9 0.8 -1.2 0.12
H -3.576 -3.556 -1.068 -0.3 -0.5 -0.7 0.07
H -3.402 -1.993 -0.369 0.0 0.1 0.5 0.08
H 1.295 -3.944 1.632 0.3 0.2 0.2 0.08
H 0.228 -4.135 0.502 0.0 0.3 -0.6 0.07
C -5.722 -0.050 1.463 0.8 -0.7 0.8 -0.06
C -4.426 0.783 1.534 0.4 -1.2 -0.5 -0.47
C -4.397 1.986 0.618 -1.5 1.8 -0.1 -0.22
O -4.485 1.667 -0.769 0.4 1.1 -0.4 -0.21
C -4.729 2.888 -1.538 -0.9 -1.6 0.3 -0.08
N -4.209 1.186 2.907 0.4 0.9 0.7 0.04
H -5.657 -1.065 1.981 0.2 1.5 -0.2 0.09
H -5.941 -0.315 0.445 -0.4 0.3 -0.6 0.06
H -6.485 0.564 1.945 -0.4 -0.3 -0.3 0.07
H -3.606 0.111 1.193 -0.2 0.4 0.3 0.12
H -3.501 2.606 0.901 -0.5 -0.5 -0.6 0.11
H -5.310 2.678 0.815 1.2 -1.0 0.2 0.15
H -5.737 3.254 -1.295 0.2 0.1 0.2 0.09
H -4.750 2.669 -2.608 0.3 -0.3 0.2 0.08
H -3.991 3.635 -1.336 0.5 0.5 0.2 0.07
H -5.085 1.558 3.251 -0.3 -0.1 0.2 0.06
H -3.564 1.998 3.027 -0.2 -0.9 -0.5 0.04
C 6.522 -4.656 -2.188 0.2 0.2 0.1 -0.06
C 5.728 -3.624 -2.963 -0.8 1.1 -0.2 -0.45
C 4.584 -2.937 -2.184 1.2 -0.8 1.6 -0.21
O 3.644 -3.941 -1.850 0.6 0.1 -0.7 -0.18
C 2.690 -3.630 -0.888 -0.5 0.2 -0.3 -0.13
N 6.568 -2.479 -3.382 -0.6 0.5 -1.9 0.01
H 7.028 -4.222 -1.298 -0.2 -0.2 -0.6 0.09
H 7.254 -5.034 -2.917 0.1 -0.1 0.5 0.08
H 5.899 -5.497 -1.863 0.0 0.3 -0.1 0.08
H 5.292 -4.117 -3.836 -0.1 -0.2 0.0 0.13
H 4.148 -2.079 -2.688 -0.3 -0.1 -0.5 0.11
H 5.097 -2.484 -1.284 -0.6 -0.5 -0.4 0.13
H 3.127 -3.566 0.098 0.2 0.2 0.5 0.08
H 1.971 -4.453 -0.910 0.0 0.1 0.1 0.08
H 2.166 -2.686 -1.112 0.1 -0.2 0.1 0.08
H 5.993 -1.981 -4.108 0.3 -0.1 1.3 0.09
H 7.280 -2.774 -4.045 0.6 -0.6 0.5 0.06
C 5.722 1.458 2.979 -0.3 0.3 0.0 -0.06
C 4.532 1.042 2.180 -2.7 1.4 0.9 -0.47
C 4.911 0.496 0.855 0.5 0.5 -1.7 -0.20
O 5.617 1.526 0.071 0.1 -1.7 0.2 -0.21
C 6.147 0.913 -1.130 -1.0 0.9 0.2 -0.11
N 3.785 0.052 2.990 0.8 -0.1 0.1 0.04
H 5.444 1.657 4.000 -0.1 0.0 0.5 0.07
H 6.139 2.371 2.607 0.6 0.3 -0.4 0.08
H 6.392 0.622 2.949 0.8 -0.2 0.2 0.08
H 3.810 1.909 2.009 1.1 -0.5 0.0 0.15
H 4.051 0.260 0.200 0.2 -0.5 0.7 0.11
H 5.557 -0.377 1.065 -0.1 0.1 -0.5 0.13
H 6.536 1.752 -1.709 0.4 -0.2 0.1 0.08
H 5.338 0.494 -1.782 0.4 -0.1 0.7 0.08
H 6.902 0.157 -0.893 -0.1 0.1 -0.2 0.08
H 3.671 0.408 3.943 0.0 -0.2 -0.6 0.07
H 2.887 -0.144 2.589 -0.4 -0.1 -0.2 0.03
C -3.115 5.695 3.348 -1.5 -0.3 -0.6 -0.08
C -2.304 4.905 2.321 1.3 0.0 1.2 -0.37
C -0.980 5.652 1.865 -3.1 0.4 -0.1 -0.23
O -0.341 4.794 0.972 1.2 0.3 0.1 -0.21
C 1.096 4.800 1.099 -0.8 -0.5 0.2 -0.07
N -1.958 3.581 2.976 -0.7 0.9 -1.4 0.04
H -2.645 6.004 4.262 0.8 -0.3 0.5 0.07
H -4.036 5.126 3.624 0.8 0.2 -0.2 0.09
H -3.487 6.616 2.930 -0.1 0.4 -0.4 0.07
H -2.920 4.787 1.408 0.3 -0.4 0.5 0.13
H -0.453 5.956 2.745 1.0 -0.4 0.7 0.11
H -1.302 6.639 1.432 0.4 -0.8 -0.3 0.13
H 1.502 5.798 0.976 0.1 0.3 0.0 0.08
H 1.456 4.160 0.291 0.1 0.0 0.3 0.09
H 1.382 4.408 2.099 0.0 0.1 -0.6 0.10
H -1.499 3.752 3.867 0.1 0.0 -0.3 0.08
H -1.343 3.085 2.331 0.1 0.0 0.4 0.05
C -0.306 0.852 0.417 -0.9 -1.2 1.1 -0.07
C 0.967 0.174 -0.110 -0.4 2.1 -0.1 -0.35
O 1.672 -0.715 0.649 0.1 -1.7 1.4 -0.10
H -0.218 1.292 1.430 0.5 0.0 -0.5 0.07
H -1.150 0.135 0.566 0.4 0.4 -0.5 0.06
H -0.573 1.639 -0.291 -0.2 -0.1 0.1 0.07
H 1.605 1.048 -0.201 0.6 0.0 -0.6 0.10
H 0.784 -0.263 -1.072 -0.3 0.0 -0.9 0.10
H 1.260 -1.611 0.605 0.1 0.5 0.4 0.05

***

[4]
12
Properties=species:S:1:pos:R:3:forces:R:3:lowdin_charge:R:1 method="wB97M-V/def2-TZVPD" smiles="N#CC#[N+][O-].N#CC(=C=O)N=O" e_above_lowest_ev=0.000 orbital_gap_ev="8.370 / 8.369" homo_energy_ev="-10.26 / -10.26" mol_weight_g_mol=164.08 lumo_ev="-1.89 / -1.89"
C -1.690 1.257 0.829 0.4 0.8 0.5 -0.20
C 2.447 -0.411 0.175 0.1 -0.2 -0.2 -0.19
C -1.750 0.234 -0.054 -1.7 -1.0 -1.4 -0.06
C 1.067 -0.230 -0.089 1.6 -0.6 0.8 -0.25
C 0.358 -0.948 0.802 -1.4 -1.0 1.4 -0.07
N -1.434 2.105 1.561 -0.2 0.2 0.3 0.21
N 3.560 -0.518 0.404 0.9 -0.1 0.2 0.20
N -2.247 -0.466 -0.863 1.4 -0.5 0.5 -0.04
N 0.683 0.743 -0.994 -0.9 1.2 -1.8 -0.02
O -2.430 -1.330 -1.657 -0.5 0.6 0.2 0.11
O 1.537 1.195 -1.738 -0.6 -0.8 1.4 0.04
O -0.100 -1.631 1.624 0.9 1.4 -1.8 0.27

***

[5]
10
Properties=species:S:1:pos:R:3:forces:R:3:lowdin_charge:R:1 method="wB97M-V/def2-TZVPD" e_above_lowest_ev=1.360 s_squared=0.75 orbital_gap_ev="6.435 / 7.952" homo_energy_ev="-19.63 / -20.97" multiplicity=2 mol_weight_g_mol=299.03 charge=+2 lumo_ev="-13.20 / -13.02"
H 0.065 0.254 -1.656 -2.0 -1.7 0.8 0.20
F -0.456 -1.801 0.983 0.5 0.7 -0.5 0.14
O 1.000 -0.085 0.770 2.0 2.5 -1.5 0.11
O -0.715 0.998 0.049 1.6 1.6 -1.2 -0.03
C 0.246 -1.093 0.070 -1.3 -1.6 -0.1 -0.24
C -0.615 -0.185 -0.795 0.5 -0.6 -2.1 0.02
C 0.557 1.083 0.347 -1.8 -0.5 5.6 -0.38
H 0.936 -1.757 -0.459 0.0 0.2 0.1 0.20
H -1.624 -0.547 -1.001 0.4 0.1 -0.4 0.18
Bi 0.607 3.132 1.693 0.3 -0.6 -0.6 1.81

***

[6]
39
Properties=species:S:1:pos:R:3:forces:R:3:lowdin_charge:R:1 method="wB97M-V/def2-TZVPD" smiles="C=CCOc1ccc(Cl)cc1C[NH2+]C1CCCC1" orbital_gap_ev=8.852 homo_energy_ev=-11.58 mol_weight_g_mol=266.79 charge=+1 lumo_ev=-2.73
C 1.612 3.095 -1.486 -1.4 -6.5 -2.7 0.04
C 1.556 3.561 -0.355 -1.1 1.7 5.7 -0.20
C 1.069 2.886 0.809 -5.5 -3.3 0.1 -0.04
H 1.635 2.909 1.666 1.1 0.3 2.1 0.09
H -0.057 2.988 0.968 1.7 1.6 0.3 0.16
O 0.654 1.318 0.655 1.9 3.1 0.5 -0.13
C 1.709 0.464 0.554 2.3 7.5 -1.8 -0.26
C 3.102 1.011 0.381 -1.8 2.2 3.3 0.02
C 4.093 0.107 0.211 3.2 -1.6 0.4 -0.12
C 3.897 -1.284 -0.016 -3.9 2.8 0.0 -0.63
C 2.478 -1.446 -0.113 4.8 -8.7 -2.2 -0.07
C 1.400 -0.645 -0.046 0.6 -6.1 0.2 -0.25
C 0.093 -1.347 -0.244 -0.9 14.5 1.6 0.09
N -0.710 -0.706 1.105 -2.1 -13.6 0.0 0.13
H -0.489 0.187 1.098 1.2 5.9 0.6 0.01
H -0.463 -1.376 1.989 0.4 2.8 -2.5 0.26
C -2.189 -1.078 1.038 -2.8 8.1 2.7 -0.31
C -2.710 -2.358 0.594 -2.3 2.9 -2.9 -0.10
C -2.917 -2.027 -1.030 -6.0 -4.0 3.1 -0.14
H -3.746 -2.850 -1.190 1.7 1.1 -0.5 0.14
C -3.682 -0.742 -1.105 2.0 -2.3 10.9 -0.11
H -3.739 -0.215 -1.859 0.1 4.9 -7.9 0.00
H -4.678 -0.670 -0.628 0.2 -1.4 -0.5 0.13
C -2.873 0.140 0.153 4.1 -2.8 -6.3 -0.02
H -3.429 1.004 0.238 -1.4 1.5 2.2 0.05
H -1.929 0.650 -0.545 -2.1 -1.3 2.0 0.15
H -2.121 -2.373 -1.595 1.7 0.3 -1.3 0.07
H -1.889 -2.912 0.665 2.6 -4.0 0.6 0.06
H -3.652 -2.620 1.171 1.4 0.0 -1.0 0.17
H -2.551 -0.754 2.069 0.6 -0.9 -0.8 0.16
H -0.345 -0.535 -1.042 0.2 -2.8 1.4 0.19
H -0.018 -2.265 -0.427 -0.7 -7.2 -1.0 0.04
H 2.350 -2.629 -0.371 -0.5 2.7 0.4 0.16
Cl 5.105 -2.503 -0.268 -0.8 0.8 0.3 0.70
H 5.138 0.336 0.398 0.0 0.8 -0.4 0.11
H 3.412 2.216 0.767 -1.1 -4.2 -1.4 0.21
H 1.638 4.612 -0.295 0.6 1.1 0.8 0.13
H 1.909 3.739 -2.107 2.1 4.4 -5.8 0.02
H 1.339 2.112 -1.809 0.2 -0.5 0.0 0.10